[1]
{"formula": "C43H52BN14OSTi", "method": "wB97M-V/def2-TZVPD", "total_energy_ha": -3783.5108, "max_force_ev_per_a": 1.3, "total_charge": 3, "molar_mass_g_mol": 871.7, "symbols": ["Ti", "S", "O", "N", "N", "N", "N", "N", "N", "N", "N", "N", "N", "N", "N", "N", "N", "C", "C", "C", "C", "C", "C", "C", "C", "C", "C", "C", "C", "C", "C", "C", "C", "C", "C", "C", "C", "C", "C", "C", "C", "C", "C", "C", "C", "C", "C", "C", "C", "C", "C", "C", "C", "C", "C", "C", "C", "C", "C", "C", "B", "H", "H", "H", "H", "H", "H", "H", "H", "H", "H", "H", "H", "H", "H", "H", "H", "H", "H", "H", "H", "H", "H", "H", "H", "H", "H", "H", "H", "H", "H", "H", "H", "H", "H", "H", "H", "H", "H", "H", "H", "H", "H", "H", "H", "H", "H", "H", "H", "H", "H", "H", "H"], "coordinates": [[0.2656, -0.0473, 0.5202], [3.1077, 6.0368, -3.3790], [1.2241, -1.4840, 0.3696], [1.6004, 0.6121, -1.1763], [-1.2199, -1.7747, 1.0882], [-1.9397, 0.1426, 2.9255], [-1.6768, 1.0898, 1.9805], [2.3538, 5.9945, -1.9607], [1.1417, 0.2257, 2.3870], [0.4901, -0.1694, 3.5043], [1.2658, -3.8496, -3.3243], [-1.2260, 0.1710, -1.2345], [3.1709, 4.4640, -3.7067], [0.1121, -2.1863, -2.4767], [-0.8642, -1.9968, 2.3918], [-3.4798, 0.8801, -3.0191], [0.7281, 2.2329, 0.6638], [-3.7995, -3.1164, -0.4515], [2.6663, -5.3551, 0.3329], [-0.1434, -2.2925, -3.8258], [0.5067, 2.9842, 1.7392], [0.9640, -3.1596, -2.1922], [-1.1033, 1.1783, -2.3182], [-3.1860, 0.2394, 3.3868], [-1.9647, -4.5471, -1.3566], [2.1269, 4.7196, -1.6857], [1.5578, -3.5567, -0.9039], [4.0761, 2.3008, 2.1528], [-2.8161, 1.8281, 1.9006], [-2.6578, 0.1314, -0.8299], [-0.9437, -3.2986, 2.6776], [1.3271, -0.1105, 4.5431], [2.4739, 2.4063, -2.5375], [2.5972, 3.8404, -2.6894], [2.2777, -0.2400, -1.9449], [2.8238, -4.5264, 1.4372], [0.5652, -3.3176, -4.3666], [1.2267, 4.9865, 0.6429], [4.5389, -0.1159, 1.5932], [1.2730, 2.8339, -0.4138], [-2.2868, -3.1971, -0.7145], [0.7550, 4.3552, 1.7687], [-1.3823, -3.9705, 1.5579], [3.0165, 0.1489, -3.0591], [2.4120, 0.5278, 2.7273], [-2.3792, 3.5340, -0.0342], [1.5106, 4.2067, -0.4818], [3.4601, 0.9617, 1.7434], [3.0902, 1.4808, -3.3877], [-3.7939, 1.2927, 2.7426], [2.3335, -3.2406, 1.3811], [1.7623, 1.9352, -1.4370], [2.0458, -4.8696, -0.7992], [-3.6079, -0.1872, -1.9651], [-3.0550, 3.1947, 1.2890], [-1.5605, -2.9872, 0.5855], [1.7052, -2.7567, 0.2338], [-2.0564, 0.9608, -3.4860], [-2.7840, 4.2676, 2.3539], [2.5564, 0.3429, 4.0999], [-0.8893, -0.8428, 3.4262], [5.0369, -0.3010, 2.5458], [-4.7832, 1.6828, 2.9145], [-3.0986, 5.2469, 1.9923], [-4.0918, -2.1994, 0.0648], [4.1207, -1.0594, 1.2398], [-4.1326, 3.2263, 1.1073], [1.9141, -4.6164, -3.4010], [-1.1719, -1.2653, 4.5054], [3.4392, 0.5118, 4.6924], [-2.9215, 3.0985, -0.8794], [-2.9098, 1.1085, -0.4172], [-1.7267, 4.3221, 2.6070], [5.2971, 0.2112, 0.8809], [1.4207, 6.0516, 0.6228], [3.3076, -4.8869, 2.3346], [4.7926, 2.6324, 1.4006], [2.9798, 1.0871, 0.7727], [-2.7929, -0.5799, -0.0228], [-2.3791, -4.5976, -2.3645], [-0.7454, -3.6505, 3.6775], [-1.5998, -5.0212, 1.4729], [-0.8204, -1.6393, -4.3473], [0.5732, 4.9045, 2.6818], [-3.3331, 4.0489, 3.2681], [0.1050, 2.4799, 2.6042], [-1.9865, -2.4145, -1.4094], [1.9016, -5.5593, -1.6205], [-2.4106, -5.3613, -0.7841], [-4.6365, -0.1951, -1.6083], [-4.1003, 0.6835, -3.8075], [-0.1004, 1.1644, -2.7401], [0.6329, -3.7040, -5.3686], [-1.8597, 0.0241, -4.0005], [2.2476, -1.2737, -1.6630], [3.0169, -6.3774, 0.3551], [4.6132, 2.2081, 3.0976], [3.6475, 1.8312, -4.2474], [-0.9302, -0.7429, -1.6462], [2.4085, -2.5745, 2.2322], [3.3177, 3.0762, 2.2761], [-3.7768, 1.7802, -2.6336], [-1.3391, 3.2140, -0.0713], [-1.9689, 1.7765, -4.2018], [-3.3944, -1.1392, -2.4508], [-1.2743, 2.1615, -1.8878], [-0.8947, -4.7320, -1.4117], [-4.3590, -3.1952, -1.3865], [0.9916, -0.3951, 5.5272], [-2.3936, 4.6132, -0.1929], [-4.1135, -3.9462, 0.1818], [3.5302, -0.6054, -3.6381], [-3.5420, -0.4238, 4.1586]], "lowdin_charge": [1.244, 1.122, -0.211, 0.028, 0.041, -0.037, 0.086, -0.187, -0.029, 0.004, 0.135, -0.065, -0.191, 0.079, -0.011, 0.085, 0.041, -0.041, -0.028, -0.118, -0.114, -0.307, -0.149, -0.021, -0.036, -0.300, -0.081, -0.028, -0.275, -0.175, -0.016, -0.001, -0.064, -0.303, -0.070, -0.021, -0.038, 0.064, -0.025, -0.162, -0.365, -0.008, 0.033, 0.020, -0.240, -0.054, -0.059, -0.360, 0.065, 0.005, -0.001, -0.171, -0.010, -0.074, -0.341, -0.237, -0.246, -0.063, -0.027, 0.042, -0.511, 0.097, 0.126, 0.096, 0.074, 0.065, 0.140, 0.163, 0.136, 0.129, 0.053, 0.094, 0.057, 0.093, 0.143, 0.127, 0.093, 0.094, 0.090, 0.095, 0.146, 0.128, 0.084, 0.133, 0.094, 0.117, 0.074, 0.120, 0.093, 0.154, 0.196, 0.117, 0.133, 0.111, 0.091, 0.126, 0.095, 0.141, 0.068, 0.126, 0.071, 0.180, 0.046, 0.153, 0.131, 0.103, 0.065, 0.092, 0.145, 0.101, 0.100, 0.131, 0.142]}

---

[2]
{"formula": "C5H15N2", "method": "wB97M-V/def2-TZVPD", "total_energy_ha": -308.7853, "smiles": "CC(C)[C@H]([NH3+])CN", "max_force_ev_per_a": 1.3, "total_charge": 1, "molar_mass_g_mol": 103.2, "symbols": ["N", "N", "C", "C", "C", "C", "C", "H", "H", "H", "H", "H", "H", "H", "H", "H", "H", "H", "H", "H", "H", "H"], "coordinates": [[-0.9828, 1.2350, -0.8219], [1.6111, 1.5946, -1.1488], [-0.6751, -1.9468, -0.2520], [-0.7961, -0.7438, 0.6800], [-0.3321, -1.0706, 2.1245], [-0.0959, 0.5076, 0.1843], [1.2214, 0.3197, -0.5407], [-1.0914, -0.7775, 2.8559], [0.0136, 1.2201, 0.9953], [-1.8699, -0.5223, 0.7968], [-1.3840, -2.7134, 0.0347], [-1.3172, 0.5557, -1.5043], [-1.7440, 1.7677, -0.4112], [1.9669, -0.0752, 0.1430], [-0.9505, -1.6563, -1.2744], [0.5723, -0.5371, 2.3997], [0.3166, -2.3968, -0.2117], [-0.3460, 1.8827, -1.3241], [2.1708, 1.4413, -1.9791], [1.1511, -0.4152, -1.3361], [-0.2712, -2.1345, 2.3160], [2.1887, 2.1453, -0.5238]], "lowdin_charge": [0.213, 0.010, -0.061, -0.380, -0.040, -0.273, -0.207, 0.087, 0.156, 0.140, 0.091, 0.161, 0.173, 0.136, 0.080, 0.079, 0.095, 0.140, 0.096, 0.123, 0.084, 0.098]}